# 1
This record from OMol25 describes a 2-piece molecular cluster, C17H30ClN3O4P2S overall at a distorted geometry. The level of theory is ωB97M-V with the def2-TZVPD basis set.

Results
frontier orbital gap	6.39	eV
SMILES	CCP(CC)c1c(CN)cc2nsnc2c1P(O)Cl.COCCOCCOC
2S+1	1
charge	0

Last column: Löwdin charge in e.
Cartesian coordinates (Å):
C1 -0.51 -0.12 -2.91  -0.203
C2 -1.01 -1.69 -2.92  -0.445
P1 -1.26 -2.21 -1.11  0.912
C3 -2.86 -3.25 -0.86  -0.423
C4 -2.67 -4.54 0.16  -0.178
C5 0.27 -3.09 -0.39  -0.286
C6 0.93 -4.43 -1.14  -0.103
C7 0.31 -5.07 -2.54  -0.271
N1 -0.09 -6.50 -2.25  -0.048
C8 2.28 -5.21 -0.54  0.037
C9 3.07 -4.70 0.81  -0.248
N2 4.32 -5.30 1.46  -0.282
S1 4.58 -4.18 2.82  0.861
N3 3.26 -3.05 2.66  -0.336
C10 2.36 -3.37 1.47  -0.203
C11 1.01 -2.53 0.96  -0.326
P2 0.51 -1.00 1.98  0.600
O1 -1.16 -0.55 1.76  -0.455
Cl1 0.58 -1.69 4.03  0.123
H1 -0.01 0.05 -1.84  0.057
H2 0.30 0.11 -3.73  0.082
H3 -1.47 0.57 -3.01  0.083
H4 -1.95 -1.90 -3.60  0.088
H5 -0.11 -2.34 -3.36  0.073
H6 -3.30 -3.57 -1.90  0.078
H7 -3.66 -2.54 -0.35  0.082
H8 -3.69 -5.16 0.12  0.081
H9 -1.80 -5.27 -0.20  0.059
H10 -2.54 -4.22 1.30  0.091
H11 1.23 -5.11 -3.30  0.132
H12 -0.56 -4.44 -3.00  0.091
H13 0.10 -7.12 -3.07  0.073
H14 -1.12 -6.45 -2.03  0.070
H15 2.76 -6.15 -1.11  0.107
H16 -1.13 0.12 0.99  0.042
C12 -0.56 2.97 3.00  -0.102
O2 0.20 4.06 2.50  -0.207
C13 1.37 3.67 1.78  -0.176
C14 1.55 4.53 0.52  -0.168
O3 0.58 4.32 -0.51  -0.129
C15 -0.77 4.71 -0.22  -0.175
C16 -0.99 6.22 -0.07  -0.183
O4 -0.39 6.71 1.13  -0.209
C17 0.32 7.93 0.95  -0.112
H17 -0.14 2.63 3.95  0.091
H18 -1.58 3.33 3.17  0.092
H19 -0.60 2.15 2.29  0.053
H20 1.32 2.61 1.49  0.113
H21 2.23 3.81 2.44  0.125
H22 2.51 4.25 0.08  0.125
H23 1.63 5.59 0.77  0.107
H24 -1.16 4.15 0.64  0.107
H25 -1.36 4.37 -1.08  0.125
H26 -2.07 6.42 0.01  0.123
H27 -0.60 6.73 -0.95  0.123
H28 0.87 7.94 0.00  0.087
H29 1.04 8.02 1.77  0.088
H30 -0.39 8.77 0.99  0.087

***

# 2
This record from OMol25 describes C40H44As2KNO15STe as an isolated structure at a distorted geometry. The level of theory is ωB97M-V with the def2-TZVPD basis set.

Results
frontier orbital gap	6.12	eV
ΔE to the lowest compared entry with this formula, charge and spin	70.1	kcal/mol
2S+1	1
charge	-2

Last column: Löwdin charge in e.
Cartesian coordinates (Å):
K1 0.46 0.43 0.34  0.782
C1 1.75 7.80 2.88  -0.072
C2 1.22 6.39 2.80  -0.297
C3 2.02 5.35 2.33  -0.046
C4 1.53 4.05 2.28  -0.038
C5 0.24 3.78 2.70  -0.250
C6 -0.57 4.81 3.16  -0.059
C7 -0.08 6.11 3.22  -0.062
S1 -0.44 2.13 2.50  0.540
O1 0.75 1.28 2.59  -0.400
O2 -1.41 1.93 3.57  -0.345
N1 -1.02 2.21 1.06  -0.286
C8 -2.36 1.69 0.85  -0.221
C9 -2.35 0.55 -0.19  -0.684
O3 -3.10 0.66 -1.17  -0.026
O4 -1.53 -0.40 0.03  -0.376
H1 2.74 7.88 2.43  0.065
H2 1.82 8.13 3.92  0.072
H3 1.09 8.50 2.36  0.071
H4 3.03 5.56 2.01  0.103
H5 2.14 3.23 1.92  0.110
H6 -1.58 4.57 3.48  0.110
H7 -0.70 6.91 3.59  0.103
H8 -3.03 2.47 0.48  0.101
H9 -2.77 1.30 1.79  0.101
C10 6.93 2.68 1.18  -0.113
O5 6.44 2.03 2.33  -0.094
C11 5.29 1.30 2.17  -0.299
C12 4.90 0.54 3.30  -0.042
C13 3.78 -0.24 3.21  -0.038
C14 3.01 -0.33 2.04  -0.134
C15 1.86 -1.19 2.01  -0.430
C16 1.29 -1.73 3.30  0.003
O6 1.29 -1.52 0.95  -0.310
C17 3.34 0.49 0.89  -0.399
O7 2.65 0.58 -0.15  -0.217
C18 4.55 1.28 1.02  0.040
H10 7.90 3.10 1.47  0.082
H11 6.27 3.49 0.85  0.089
H12 7.07 1.98 0.35  0.092
H13 5.51 0.60 4.19  0.097
H14 3.50 -0.82 4.08  0.103
H15 1.99 -2.40 3.81  0.079
H16 0.38 -2.28 3.07  0.085
H17 1.06 -0.89 3.95  0.087
H18 4.82 1.87 0.15  0.104
C19 -1.66 -4.49 -1.09  -0.264
Te1 -0.46 -2.80 -0.34  2.030
C20 0.70 -4.56 0.19  -0.262
C21 -0.32 -5.55 0.67  -0.277
C22 -0.13 -6.44 1.71  -0.044
C23 -1.16 -7.30 2.09  -0.109
C24 -2.37 -7.27 1.42  -0.110
C25 -2.56 -6.38 0.37  -0.048
C26 -1.54 -5.52 -0.01  -0.283
H19 -1.19 -4.82 -2.02  0.084
H20 -2.69 -4.21 -1.28  0.070
H21 1.47 -4.35 0.94  0.068
H22 1.17 -4.92 -0.73  0.076
H23 0.81 -6.45 2.25  0.108
H24 -1.01 -8.00 2.91  0.090
H25 -3.17 -7.94 1.72  0.090
H26 -3.52 -6.33 -0.14  0.107
C27 -2.34 -1.83 -4.93  -0.031
O8 -1.08 -2.21 -4.36  -0.149
C28 -1.05 -2.23 -3.02  -0.661
O9 -2.06 -2.00 -2.39  0.002
C29 0.27 -2.46 -2.37  -0.601
C30 1.23 -3.48 -2.93  -0.434
As1 1.19 -3.74 -4.82  1.283
C31 2.96 -4.50 -5.27  -0.312
C32 1.74 -1.87 -5.28  -0.292
C33 1.65 -0.84 -4.45  -0.255
As2 1.16 -0.64 -2.51  1.408
C34 -0.34 0.58 -2.97  -0.231
C35 1.95 0.50 -5.00  -0.539
O10 1.61 0.91 -6.09  0.103
O11 2.62 1.26 -4.12  -0.076
C36 2.95 2.58 -4.54  -0.045
C37 2.33 -1.72 -6.63  -0.557
O12 3.51 -1.56 -6.83  0.111
O13 1.51 -1.88 -7.71  -0.044
C38 0.12 -1.65 -7.52  -0.083
C39 2.46 -3.70 -2.27  -0.620
O14 3.34 -4.51 -2.56  -0.025
O15 2.59 -2.92 -1.13  -0.190
C40 3.82 -2.98 -0.42  -0.045
H27 -3.01 -2.69 -4.95  0.098
H28 -2.14 -1.49 -5.94  0.077
H29 -2.80 -1.04 -4.34  0.101
H30 3.01 -5.54 -4.96  0.015
H31 3.75 -3.94 -4.78  0.026
H32 3.07 -4.43 -6.36  0.015
H33 -0.64 0.49 -4.01  0.039
H34 -0.01 1.60 -2.78  0.045
H35 -1.20 0.39 -2.33  0.006
H36 3.29 3.11 -3.66  0.092
H37 2.08 3.08 -4.97  0.091
H38 3.74 2.54 -5.29  0.094
H39 -0.33 -1.71 -8.51  0.089
H40 -0.05 -0.66 -7.09  0.087
H41 -0.33 -2.40 -6.87  0.043
H42 3.64 -3.35 0.59  0.085
H43 4.23 -1.97 -0.37  0.092
H44 4.50 -3.65 -0.94  0.081

***

# 3
This record from OMol25 describes a 2-piece molecular cluster, C2H8N6 overall at a distorted geometry. The level of theory is ωB97M-V with the def2-TZVPD basis set.

Results
frontier orbital gap	9.07	eV
ΔE to the lowest compared entry with this formula, charge and spin	152.8	kcal/mol
2S+1	1
charge	0

Last column: Löwdin charge in e.
Cartesian coordinates (Å):
C1 0.33 0.42 0.37  -0.417
C2 0.15 -0.73 -0.52  -0.539
H1 -1.61 0.65 -0.82  0.242
H2 -1.49 2.22 0.61  0.127
H3 0.60 2.55 0.09  0.122
H4 0.48 -0.79 3.34  0.109
H5 0.26 -1.80 1.72  0.134
H6 -0.01 -1.42 -2.56  0.188
H7 0.73 0.48 -2.05  0.121
H8 0.35 -2.31 -1.23  0.108
N1 -1.08 2.01 -0.51  -0.071
N2 0.22 1.67 -0.23  -0.217
N3 0.49 0.27 1.59  0.007
N4 0.42 -0.83 2.30  -0.003
N5 0.19 -0.45 -1.91  0.017
N6 -0.02 -1.95 -0.19  0.070

***

# 4
This record from OMol25 describes C5H12NO as an isolated structure at a distorted geometry. The level of theory is ωB97M-V with the def2-TZVPD basis set.

Results
frontier orbital gap	4.57	eV
ΔE to the lowest compared entry with this formula, charge and spin	107.0	kcal/mol
2S+1	1
charge	-1

Last column: Löwdin charge in e.
Cartesian coordinates (Å):
C1 2.84 -1.63 2.26  -0.168
N1 1.65 -1.90 2.76  -0.084
C2 -1.07 -1.08 -0.62  -0.120
C3 -0.11 0.01 -1.12  -0.312
C4 -0.35 1.41 -0.57  -0.255
C5 -1.76 1.89 -0.87  -0.575
O1 -2.15 1.60 -2.13  -0.373
H1 3.44 -0.86 2.76  0.068
H2 1.55 -1.13 1.91  0.112
H3 3.19 -2.18 1.37  0.071
H4 0.38 2.15 -0.92  0.087
H5 -2.06 -0.63 -0.72  0.056
H6 -0.89 -1.31 0.43  0.052
H7 -1.01 -1.93 -1.29  0.058
H8 -0.05 0.06 -2.20  0.088
H9 0.92 -0.29 -0.83  0.074
H10 -0.16 1.36 0.52  0.085
H11 -1.88 2.99 -0.62  0.069
H12 -2.49 1.46 -0.11  0.068